An isolated molecule of C4H10N2OS. Source: OMol25; level of theory: wB97M-V/def2-TZVPD.

Bonds (Å) are listed after each position.
Positions of all 18 atoms, in Å:
1 C 2.29 0.40 0.05  N2 1.434, H9 1.079, H10 1.091, H11 1.087
2 N 1.30 0.51 1.08  C1 1.434, C3 1.349, H12 1.008
3 C -0.01 0.19 1.01  N2 1.349, O4 1.225, C5 1.518
4 O -0.81 0.58 1.85  C3 1.225
5 C -0.50 -0.74 -0.09  C3 1.518, N6 1.473, C7 1.541, H13 1.087
6 N -1.34 -1.75 0.58  C5 1.473, H14 1.004, H15 1.005
7 C -1.31 0.02 -1.16  C5 1.541, S8 1.843, H16 1.088, H17 1.084
8 S -0.57 1.64 -1.65  C7 1.843, H18 1.340
9 H 2.14 -0.51 -0.51  C1 1.079
10 H 3.25 0.28 0.54  C1 1.091
11 H 2.28 1.26 -0.62  C1 1.087
12 H 1.48 1.07 1.91  N2 1.008
13 H 0.31 -1.29 -0.57  C5 1.087
14 H -1.92 -1.27 1.24  N6 1.004
15 H -1.82 -2.36 -0.06  N6 1.005
16 H -1.28 -0.55 -2.09  C7 1.088
17 H -2.34 0.16 -0.85  C7 1.084
18 H -1.14 2.36 -0.67  S8 1.340

Results
- ΔE to the lowest compared entry with this formula, charge and spin (kJ/mol) = 59.0
- HOMO (eV) = -9.0
- SMILES = CNC(=O)[C@@H](N)CS
- Kohn-Sham gap (eV) = 9.76